# 1
{"formula": "C4H13N2O", "method": "ωB97M-V/def2-TZVPD", "e_above_lowest_kj_mol": 630.0, "homo_energy_ev": -13.8, "charge": 1, "max_force_ev_per_a": 2.3, "species": ["O", "N", "N", "C", "C", "C", "C", "H", "H", "H", "H", "H", "H", "H", "H", "H", "H", "H", "H", "H"], "positions_angstrom": [[0.13, -2.25, -1.36], [2.17, 0.92, 1.62], [-3.84, 0.28, 0.42], [0.35, 0.93, -0.91], [1.78, 0.55, -0.78], [-0.60, 0.25, -0.35], [2.03, -0.09, 0.60], [2.88, -0.76, 0.63], [-0.47, -1.59, -0.99], [-4.55, 0.95, 0.15], [2.12, -0.11, -1.58], [-1.27, 0.48, 0.50], [2.39, 1.45, -0.90], [-3.55, -0.30, -0.35], [-0.14, -3.14, -1.14], [0.08, 1.72, -1.61], [1.26, 1.26, 1.89], [2.54, 0.52, 2.48], [-4.41, -0.39, 0.93], [1.08, -0.68, 0.74]], "nbo_charge": [-0.937, -0.790, -1.089, -0.173, -0.467, 0.207, -0.175, 0.243, 0.453, 0.382, 0.308, 0.298, 0.274, 0.352, 0.497, 0.348, 0.352, 0.388, 0.375, 0.152]}

# 2
{"formula": "C4H13N2O", "method": "ωB97M-V/def2-TZVPD", "e_above_lowest_kj_mol": 536.0, "homo_energy_ev": -13.5, "charge": 1, "max_force_ev_per_a": 4.1, "species": ["O", "N", "N", "C", "C", "C", "C", "H", "H", "H", "H", "H", "H", "H", "H", "H", "H", "H", "H", "H"], "positions_angstrom": [[1.67, 2.06, -1.68], [1.48, -1.24, 0.36], [-3.26, -2.04, -0.62], [-0.11, 1.10, -0.32], [0.69, -0.49, 1.45], [1.31, 1.83, -0.37], [-0.36, 0.29, 0.83], [-1.11, 0.73, 1.49], [-3.65, -1.51, -1.40], [1.49, -2.21, 0.69], [2.57, 1.73, -1.79], [-0.92, 1.80, -0.52], [0.39, -1.24, 2.18], [0.74, -1.34, -0.33], [1.26, 2.68, 0.32], [1.36, 0.25, 1.92], [-2.59, -2.65, -1.08], [-2.88, -1.31, -0.03], [1.97, 1.10, 0.09], [-0.06, 0.47, -1.22]], "nbo_charge": [-0.670, -0.780, -1.046, -0.605, -0.390, 0.011, 0.388, 0.238, 0.364, 0.384, 0.503, 0.266, 0.267, 0.340, 0.202, 0.308, 0.365, 0.332, 0.191, 0.332]}

# 3
{"formula": "C4H13N2O", "method": "ωB97M-V/def2-TZVPD", "e_above_lowest_kj_mol": 264.7, "homo_energy_ev": -14.6, "charge": 1, "max_force_ev_per_a": 6.6, "species": ["O", "N", "N", "C", "C", "C", "C", "H", "H", "H", "H", "H", "H", "H", "H", "H", "H", "H", "H", "H"], "positions_angstrom": [[-3.25, -0.23, -1.80], [-0.48, -1.12, -1.79], [0.41, -1.16, 0.44], [-0.16, -0.05, 1.15], [2.11, 1.31, 1.46], [0.66, 1.28, 0.91], [0.53, -1.44, -0.89], [-3.01, 0.74, -2.06], [-3.90, -0.50, -2.42], [0.51, -1.92, 1.03], [1.38, -1.94, -1.32], [-0.31, -1.62, -2.73], [1.92, 0.95, 2.55], [-1.24, 0.15, 1.07], [-0.04, -0.20, 2.23], [-1.39, -0.80, -1.55], [-0.03, 2.08, 1.37], [0.78, 1.59, -0.13], [2.87, 0.61, 0.89], [2.66, 2.26, 1.57]], "nbo_charge": [-0.967, -0.704, -0.572, -0.252, -0.632, -0.417, 0.438, 0.492, 0.495, 0.431, 0.228, 0.437, 0.204, 0.223, 0.236, 0.455, 0.232, 0.207, 0.214, 0.251]}